1.
DFT (ωB97M-V with the def2-TZVPD basis set) results for a 2-piece molecular cluster, H3PS overall.

The value obtained for the total energy is -20169.276 eV. The value obtained for the energy above the lowest of the compared OMol25 structures with the same formula, charge and spin is 298.1 kJ/mol. As for the LUMO energy (spin up / spin down): -1.4 / -2.4 eV.

```
! RIJCOSX wB97M-V def2-TZVPD def2/J DEFGRID3
* xyz 0 1
P 0.59830 -1.61635 0.03060
S -0.42210 1.84225 -0.93735
H 0.12112 -0.88213 1.20933
H -0.66087 -1.91706 -0.30228
H 0.36356 2.57330 -0.00030
*
```

***

2.
DFT (ωB97M-V with the def2-TZVPD basis set) results for a 2-piece molecular cluster, C2H5O overall.

The value obtained for the total energy is -4201.286 eV. The value obtained for the energy above the lowest of the compared OMol25 structures with the same formula, charge and spin is 49.1 kJ/mol. As for the LUMO energy: 4.4 eV.

```
! RIJCOSX wB97M-V def2-TZVPD def2/J DEFGRID3
* xyz -1 1
C 0.24561 1.29604 1.09015
O 0.13765 0.52169 0.10205
C -0.75246 1.69761 1.96128
H 0.67565 -4.82020 -4.68944
H -1.76431 1.34028 1.79753
H 0.80846 -4.33010 -4.16956
H 1.25635 1.73084 1.30909
H -0.60696 2.56384 2.59891
*
```

***

3.
DFT (ωB97M-V with the def2-TZVPD basis set) results for C2H6N2O in the gas phase.

Its SMILES is N/N=C\CO. The value obtained for the total energy is -7195.419 eV. The value obtained for the energy above the lowest of the compared OMol25 structures with the same formula, charge and spin is 421.5 kJ/mol. As for the LUMO energy: 0.6 eV.

```
! RIJCOSX wB97M-V def2-TZVPD def2/J DEFGRID3
* xyz 0 1
C 0.07235 0.90853 -0.16972
C 1.10509 0.34348 0.43617
H -1.42161 -0.77701 1.10697
H -2.59663 -0.63574 -0.01930
H 0.32412 1.92810 -0.47649
H 2.09461 0.92633 0.77723
H 0.47426 -0.20638 1.34541
H 0.72459 -1.10812 -0.71318
N -1.58148 -0.71701 0.09413
N -1.20601 0.54973 -0.25520
O 1.60605 -0.80853 -0.31148
*
```

***

4.
DFT (ωB97M-V with the def2-TZVPD basis set) results for C7H11N2OPS as an isolated structure.

The value obtained for the total energy is -32583.521 eV. The value obtained for the energy above the lowest of the compared OMol25 structures with the same formula, charge and spin is 367.2 kJ/mol. As for the LUMO energy: 0.3 eV.

```
! RIJCOSX wB97M-V def2-TZVPD def2/J DEFGRID3
* xyz 0 1
C 1.63661 -1.30806 -0.80088
C -1.34861 -0.92883 0.10334
C 2.25177 -0.76847 0.57214
C 0.74648 0.05475 -0.62102
C 0.87430 1.08650 -1.76484
C 1.88782 1.50808 1.27084
C -3.78998 0.20182 0.54231
N -0.71672 0.14033 -0.10577
N 1.55080 0.37911 0.58689
O 3.13861 -1.12024 1.27733
P 0.22146 -2.31561 -0.37875
S -2.82205 -1.35889 0.62408
H 0.46763 2.12911 -1.37026
H 0.41052 0.67922 -2.72594
H 1.96758 1.26072 -1.92184
H 1.02082 2.19271 1.18897
H 2.06888 1.09520 2.37840
H 2.70238 1.97300 0.75851
H -3.11553 1.03760 0.57545
H -4.69652 0.06050 1.17687
H -4.34521 0.51014 -0.41421
H -0.31987 -3.16652 -1.54433
H 0.20882 -3.34217 0.59268
*
```

***

5.
DFT (ωB97M-V with the def2-TZVPD basis set) results for C27H16Cl3N2O8Pr as an isolated structure.

The expectation value of S² is 2.001. The value obtained for the total energy is -99261.465 eV. The value obtained for the energy above the lowest of the compared OMol25 structures with the same formula, charge and spin is 42.2 kJ/mol. As for the LUMO energy (spin up / spin down): 4.1 / 4.1 eV.

```
! RIJCOSX wB97M-V def2-TZVPD def2/J DEFGRID3
* xyz -2 3
Pr 0.33036 0.13637 0.51812
O -0.00067 2.36073 0.84217
C 0.05571 3.15661 -0.15498
C -1.04421 4.01156 -0.46751
C -1.01012 4.89000 -1.51688
C 0.13271 5.00307 -2.32605
C 1.21132 4.19619 -2.05851
C 1.20786 3.26603 -1.00713
C 2.37918 2.44876 -0.80853
N 2.51361 1.53574 0.07590
C 3.79428 0.85133 0.18470
C 3.62363 -0.39782 1.06168
N 2.52876 -1.13304 0.49260
C 2.60275 -2.36470 0.17426
C 1.61393 -2.97619 -0.67891
C 1.50828 -4.36708 -0.77220
C 0.62433 -4.96827 -1.63809
C -0.16917 -4.15752 -2.45983
C -0.07575 -2.78862 -2.41052
C 0.79374 -2.12528 -1.49994
O 0.86256 -0.84105 -1.47519
H -1.92434 3.91647 0.15813
H -1.88402 5.49422 -1.73585
H 0.15857 5.70663 -3.14939
H 2.10201 4.26579 -2.67772
H 3.21493 2.67564 -1.48975
H 4.53599 1.51584 0.64445
H 4.16685 0.55322 -0.80377
H 3.35365 -0.07448 2.07121
H 4.56260 -0.96943 1.09220
H 3.45712 -2.98541 0.48281
H 2.12492 -4.97498 -0.11676
H 0.53290 -6.04679 -1.67435
H -0.87437 -4.61768 -3.14444
H -0.69558 -2.15876 -3.03803
Cl -7.21294 1.44132 -0.22860
C -5.48581 1.27243 -0.43300
C -4.70469 0.89927 0.64947
C -3.34680 0.75605 0.46719
Cl -2.31204 0.32451 1.79655
C -2.68446 0.93711 -0.78368
O -1.43938 0.74376 -0.93502
C -3.55304 1.36001 -1.82915
Cl -2.83074 1.68767 -3.36926
C -4.91636 1.51240 -1.67226
H -5.14855 0.72951 1.62061
H -5.52651 1.82074 -2.50983
O 0.28860 -3.62859 5.65820
C 0.29764 -2.91163 4.67917
C 0.74404 -1.47992 4.63261
O 1.20535 -0.83793 5.56454
C 0.53607 -1.03328 3.25589
C -0.05242 -2.08512 2.48230
O -0.41149 -1.92979 1.26783
C -0.12715 -3.30445 3.29178
O -0.45700 -4.42395 2.93644
O 0.82334 0.11277 2.76432
*
```

***

6.
DFT (ωB97M-V with the def2-TZVPD basis set) results for C28H30GaGeNO2SSb as an isolated structure.

The value obtained for the total energy is -161368.956 eV. The value obtained for the energy above the lowest of the compared OMol25 structures with the same formula, charge and spin is 49.9 kJ/mol. As for the LUMO energy: -3.0 eV.

```
! RIJCOSX wB97M-V def2-TZVPD def2/J DEFGRID3
* xyz 1 1
Ga -0.76424 -2.29118 0.30966
O -2.81357 -5.25386 1.78110
C -2.08605 -4.31895 1.57825
O -2.11779 -3.53086 0.53156
C -1.00413 -3.96304 2.58521
C -0.91522 -4.62642 3.79565
C 0.08757 -4.25724 4.67612
C 0.97716 -3.25679 4.30136
C 0.82659 -2.65242 3.07010
N -0.15552 -2.99206 2.23151
H -1.63654 -5.40169 4.00954
H 0.18221 -4.74098 5.63868
H 1.78496 -2.95754 4.95358
H 1.50813 -1.88253 2.73071
C -2.00850 -3.44934 -2.92622
Ge -0.29408 -2.49977 -2.94657
C -0.53615 -0.55827 -3.24073
C 0.86335 -3.31336 -4.31123
C 0.54151 -2.62510 -1.14091
H -2.60159 -3.21545 -3.80988
H -2.59087 -3.20291 -2.03797
H -1.82290 -4.52369 -2.92007
H -0.89075 -0.34886 -4.24985
H 0.40737 -0.03162 -3.09352
H -1.27804 -0.17034 -2.53533
H 0.41882 -3.13475 -5.29131
H 0.90765 -4.39083 -4.15298
H 1.87798 -2.91813 -4.31443
H 1.38711 -1.94116 -1.08071
H 0.91013 -3.63869 -0.96158
S -1.76510 -0.30023 0.91618
Sb -0.39816 1.43345 0.10777
C -1.61387 2.76305 -1.02218
C -1.17612 3.39795 -2.17533
C -1.96308 4.39686 -2.73166
C -3.16889 4.74596 -2.14212
C -3.60353 4.08955 -0.99811
C -2.82517 3.09510 -0.42802
C 1.58447 0.98977 -0.54301
C 2.17477 1.59993 -1.63948
C 3.53357 1.41877 -1.86012
C 4.28716 0.64011 -0.99483
C 3.68539 0.03311 0.09975
C 2.33162 0.21274 0.33217
C 0.10308 2.61593 1.79900
C -0.25916 2.28683 3.09623
C 0.13082 3.11711 4.13903
C 0.87149 4.26105 3.88218
C 1.22958 4.58603 2.57997
C 0.84710 3.76146 1.53453
H -0.24626 3.12056 -2.65308
H -1.62542 4.90732 -3.62380
H -3.77201 5.53245 -2.57487
H -4.54536 4.35780 -0.53856
H -3.16294 2.57959 0.46398
H 1.59708 2.20208 -2.32757
H 4.00290 1.89775 -2.70917
H 5.34657 0.51069 -1.16945
H 4.27130 -0.57036 0.78048
H 1.85831 -0.25264 1.19013
H -0.84446 1.39562 3.29236
H -0.15107 2.86660 5.15329
H 1.17125 4.90622 4.69713
H 1.80502 5.47834 2.37238
H 1.12457 4.01128 0.51508
*
```

***

7.
DFT (ωB97M-V with the def2-TZVPD basis set) results for C19H52Ge2N2O2PtSi3 as an isolated structure.

The expectation value of S² is 3.762. The value obtained for the total energy is -167506.222 eV. The value obtained for the energy above the lowest of the compared OMol25 structures with the same formula, charge and spin is 94.2 kJ/mol. As for the LUMO energy (spin up / spin down): -9.5 / -11.7 eV.

```
! RIJCOSX wB97M-V def2-TZVPD def2/J DEFGRID3
* xyz 3 4
Pt -0.40680 0.49960 0.69640
C 4.50140 -0.05560 0.02620
O 3.84220 -0.26230 1.27850
C 2.54020 -0.19070 1.34000
O 1.80550 0.08870 0.38810
N 2.08770 -0.43330 2.58960
N 0.71040 -0.44000 2.88800
H 5.55970 -0.01210 0.27130
H 4.17420 0.87580 -0.43600
H 4.30140 -0.89310 -0.64280
H 2.76260 -0.73340 3.28660
H 0.54870 0.13350 3.71730
H 0.41790 -1.39150 3.12310
C 2.99280 4.94830 -1.17960
C 2.18720 4.89780 -2.46540
C 0.75660 4.39700 -2.29650
C 0.67270 2.94100 -1.82110
Ge 0.56750 2.71890 0.17660
C -0.63850 3.90400 1.29640
C -0.11040 5.33120 1.35760
C -0.89980 6.13820 2.40010
C -2.32500 6.45700 1.97510
H 3.94360 5.44370 -1.36180
H 3.21600 3.94210 -0.81470
H 2.46220 5.50330 -0.40690
H 2.71330 4.27450 -3.19150
H 2.13680 5.90790 -2.88230
H 0.26250 4.46310 -3.26860
H 0.21370 5.06180 -1.62080
H 1.54160 2.38500 -2.17480
H -0.21510 2.47300 -2.24840
H 1.92290 2.75600 0.88150
H -0.62670 3.48710 2.30610
H -1.66090 3.88610 0.92590
H -0.21020 5.82820 0.39200
H 0.94690 5.32570 1.63930
H -0.35800 7.07420 2.55220
H -0.89230 5.60400 3.35070
H -2.33830 6.93700 0.99920
H -2.77320 7.14960 2.68450
H -2.95800 5.56990 1.94960
C -3.20370 -1.18870 3.46380
Si -3.91520 0.37170 2.64160
C -3.07810 1.96480 3.25780
C -5.78230 0.39570 2.29590
Ge -2.68670 0.30840 0.15750
Si -3.05950 -2.31500 -0.85820
C -2.18820 -3.29740 0.51140
C -4.95830 -2.28030 -0.80690
C -2.23640 -2.34760 -2.56320
Si -3.82520 1.86580 -1.84390
C -2.82390 1.16230 -3.30220
C -3.37160 3.62920 -1.30120
C -5.68740 1.50980 -1.79500
H -3.14140 -1.03570 4.53840
H -2.20370 -1.41180 3.10040
H -3.83440 -2.05910 3.30820
H -3.24960 2.08690 4.32480
H -3.46330 2.85380 2.76680
H -2.00160 1.92150 3.09410
H -6.30560 0.55450 3.23770
H -6.14700 -0.54240 1.88310
H -6.07050 1.19900 1.62250
H -2.68240 -3.19040 1.47270
H -1.14800 -2.99660 0.61670
H -2.19350 -4.35800 0.26570
H -5.33830 -2.09080 0.19340
H -5.35130 -3.24420 -1.12460
H -5.37000 -1.53210 -1.47790
H -1.22240 -1.95540 -2.54020
H -2.80330 -1.79540 -3.30730
H -2.17340 -3.37620 -2.91640
H -1.91460 0.65830 -2.97880
H -2.53890 1.96530 -3.97830
H -3.41320 0.46290 -3.89030
H -2.30820 3.74120 -1.10470
H -3.92730 3.93180 -0.41710
H -3.62960 4.33580 -2.08810
H -5.95120 0.54090 -2.20940
H -6.19240 2.25590 -2.40590
H -6.10290 1.57550 -0.79270
*
```

***

8.
DFT (ωB97M-V with the def2-TZVPD basis set) results for C21H18F4N6O in the gas phase.

Its SMILES is N#CCc1cnc(-c2ccc(F)c(C(F)(F)F)c2)n1-c1ccnc(NC2CCOCC2)n1. The value obtained for the total energy is -43925.076 eV. The value obtained for the energy above the lowest of the compared OMol25 structures with the same formula, charge and spin is 208.5 kJ/mol. As for the LUMO energy: -0.3 eV.

```
! RIJCOSX wB97M-V def2-TZVPD def2/J DEFGRID3
* xyz 0 1
N -3.74727 -4.14791 1.88174
F -1.74797 4.24788 -5.17052
F 1.27112 1.75954 -3.57503
F 0.61658 3.95097 -3.97611
F 0.77333 2.30367 -5.51942
C -3.13528 -3.18902 1.73289
N -4.12677 -0.69344 -1.61953
N 1.25137 1.35051 0.92156
N 0.05217 -0.51594 0.17377
O 3.56788 -2.49999 4.41132
C -2.95295 -0.03789 -1.70589
C -4.00122 -1.51553 -0.57409
C -2.75738 -1.40889 0.07439
C 1.12487 0.07291 0.60166
C 0.35186 2.12213 0.40426
C -0.94824 0.30893 -0.19545
C -0.84864 1.63773 -0.16321
C -3.35741 2.81469 -4.27908
C -3.67658 1.78505 -3.30701
C -1.44205 1.25285 -3.18021
C -2.05994 3.17740 -4.41711
C -2.66991 1.04238 -2.69435
C -1.06735 2.29651 -3.98602
N -2.11246 -0.32927 -0.57964
N 2.27448 -0.68360 0.79988
C -2.34114 -2.05611 1.31290
C 0.42138 2.58446 -4.31131
C 4.66540 -2.27894 3.46294
C 2.77871 -1.29125 4.60915
C 3.96601 -1.98395 2.08322
C 2.15370 -0.74331 3.33276
C 3.08126 -0.77200 2.06706
H -4.69636 -2.26379 -0.32041
H 0.34663 3.22065 0.33727
H -1.35287 2.38845 -0.71922
H -3.99361 3.45576 -4.90286
H -4.71176 1.43055 -3.15672
H -0.64943 0.59555 -2.93182
H 2.10029 -1.57010 0.32721
H -2.20762 -1.37970 2.18349
H -1.28478 -2.40763 1.06606
H 5.30827 -3.10717 3.38789
H 5.37825 -1.47015 3.71136
H 2.01408 -1.41233 5.33649
H 3.36066 -0.47987 5.05442
H 4.76007 -1.83743 1.31536
H 3.33989 -2.83371 1.87715
H 1.96838 0.27172 3.58803
H 1.24826 -1.35015 3.21363
H 3.71410 0.18877 2.01712
*
```